Entry 1:
A 5-piece molecular cluster, CH11NO4 overall in a non-equilibrium geometry, computed with the ωB97M-V functional and the def2-TZVPD basis.

Element x y z (Å)
H  -0.039  3.351  1.625
H  1.688  -0.232  1.474
H  0.931  2.454  0.827
C  1.959  -3.549  -0.532
H  2.165  -4.220  0.315
H  -3.242  -0.759  0.228
H  -1.071  2.596  -1.303
O  0.370  3.269  0.692
H  0.167  -0.281  1.556
H  1.666  -4.112  -1.490
O  -1.940  2.229  -1.572
H  1.605  -1.864  -1.276
H  -2.223  2.923  -2.164
O  -2.407  -0.317  0.438
O  0.884  0.269  1.740
N  1.816  -2.239  -0.421
H  -2.328  0.482  -0.136

HOMO-LUMO gap in eV: 11.5174
Max |F| in eV/Å: 5.97
E_tot in Eh: -400.3666
Structure (SMILES): C=N.O.O.O.O
ΔE to the lowest compared entry with this formula, charge and spin in kcal/mol: 34.5
Highest occupied orbital energy in Ha: -0.3931

Atomic partial charges in e from the Löwdin method, atoms 1 to 6: H 0.084; H 0.043; H 0.030; C -0.095; H 0.053; H 0.035

---

Entry 2:
C17H20N4O as an isolated structure in a non-equilibrium geometry, computed with the ωB97M-V functional and the def2-TZVPD basis.

Element x y z (Å)
C  0.126  -1.316  0.280
C  4.106  4.017  -0.223
H  1.590  2.909  2.760
C  0.754  2.969  -0.089
C  -3.806  -4.370  -0.192
H  -2.000  -2.982  -2.676
C  -2.715  -3.634  -2.152
H  4.624  3.198  -0.015
H  -1.242  1.902  0.145
C  2.245  3.078  2.103
H  3.207  3.576  2.438
O  1.262  -0.050  2.783
H  -0.670  -1.903  -1.599
H  2.619  0.603  -0.094
C  -4.521  -5.073  -2.361
C  -2.835  -3.427  -0.891
C  -1.959  -2.668  -0.219
H  3.220  1.350  3.192
C  2.667  3.535  -0.364
H  4.549  4.485  -1.032
C  -0.600  2.568  0.633
N  2.016  3.585  -1.410
H  4.285  4.965  0.712
N  1.878  0.154  0.357
C  -3.630  -4.254  -2.812
H  0.136  3.360  -1.824
H  -0.345  1.944  1.583
H  -5.363  -5.738  -2.889
N  0.813  3.318  -1.208
C  -0.886  -1.872  -0.498
H  -0.128  -1.400  1.485
C  1.911  3.272  0.678
H  -1.315  3.243  0.977
C  -4.776  -4.915  -0.851
H  -3.305  -4.640  -4.015
H  -2.087  -2.628  1.010
N  0.961  -0.621  -0.076
H  3.781  1.315  1.670
H  -5.546  -5.437  -0.595
H  -3.858  -4.262  0.960
C  1.934  0.404  2.104
C  2.902  1.439  2.218

HOMO-LUMO gap in eV: 7.5639
Max |F| in eV/Å: 19.27
E_tot in Eh: -953.5039
ΔE to the lowest compared entry with this formula, charge and spin in kcal/mol: 387.9
Highest occupied orbital energy in Ha: -0.2704

Atomic partial charges in e from the Löwdin method, atoms 1 to 6: C -0.297; C 0.013; H 0.018; C -0.293; C -0.019; H 0.134

---

Entry 3:
A 17-piece molecular cluster, C2H39NO17 overall in a non-equilibrium geometry, computed with the ωB97M-V functional and the def2-TZVPD basis.

Element x y z (Å)
H  -1.380  -1.361  -1.879
H  3.596  2.072  -2.741
H  -0.771  0.861  3.923
H  -0.760  2.283  1.095
H  0.388  -0.680  -4.222
H  0.508  0.191  -0.732
O  -1.638  2.335  2.722
H  -1.069  2.227  -0.427
H  3.188  2.229  0.603
H  -2.080  3.030  3.234
H  1.070  -2.581  -3.634
H  -4.092  0.733  -1.327
O  -2.628  -3.242  2.244
H  2.358  -1.908  -1.210
H  -3.250  -0.456  3.022
H  3.080  0.778  3.346
O  -0.543  -1.714  0.066
O  0.731  1.769  -2.614
O  1.055  -1.072  -4.773
H  -2.601  -1.502  -2.817
H  -2.310  1.711  -2.648
H  3.238  3.814  0.884
O  -3.508  0.448  -0.627
H  0.167  -2.301  0.343
H  -1.411  -3.713  -0.636
O  2.565  -1.104  -0.692
O  1.623  -2.960  -2.942
O  -0.555  0.054  4.410
H  2.050  -1.118  1.974
O  3.491  1.143  -2.575
O  -3.101  0.297  3.601
H  1.989  -0.903  -4.452
H  -1.866  -0.141  0.790
H  -2.393  0.062  4.276
N  -0.329  2.019  0.224
O  3.031  -1.071  1.897
H  -2.956  -0.101  -1.251
H  -0.384  -4.352  -1.624
H  0.007  1.914  -3.233
H  -2.978  -2.493  1.808
H  -2.264  1.659  2.923
C  0.175  0.626  0.237
O  -1.034  -3.689  -1.495
H  0.991  -2.714  -2.245
H  -2.189  3.189  -2.779
O  -1.661  2.432  -2.592
H  2.922  -1.041  0.932
C  -0.813  -0.480  0.758
H  2.514  1.102  -2.415
H  -1.808  -3.288  2.719
H  0.189  0.240  4.996
H  2.750  2.177  3.114
H  0.968  0.497  0.974
O  3.687  2.969  0.883
O  2.890  1.568  3.863
H  -0.698  -0.634  1.900
O  -1.991  -0.868  -2.452
H  0.387  1.762  -1.727
H  3.453  -0.705  -1.004

HOMO-LUMO gap in eV: 8.9402
Max |F| in eV/Å: 2.92
E_tot in Eh: -1433.3547
ΔE to the lowest compared entry with this formula, charge and spin in kcal/mol: 45.7
Highest occupied orbital energy in Ha: -0.3376

Atomic partial charges in e from the Löwdin method, atoms 1 to 6: H 0.029; H 0.026; H 0.010; H 0.017; H 0.012; H 0.089

---

Entry 4:
C2H6N2O3S in the gas phase in a non-equilibrium geometry, computed with the ωB97M-V functional and the def2-TZVPD basis.

Element x y z (Å)
O  -2.952  -2.273  0.481
H  0.792  1.699  0.006
O  -0.998  -1.520  -0.162
H  -3.392  0.089  0.896
H  2.037  -1.395  -0.548
N  -2.475  -0.108  0.497
C  1.779  -1.151  0.465
S  0.273  -0.513  0.583
C  0.190  0.935  -0.480
H  -0.845  1.251  -0.563
H  0.608  0.662  -1.443
H  1.993  -1.913  1.191
N  -2.261  -1.305  0.312
O  -0.184  -0.229  1.905

HOMO-LUMO gap in eV: 9.8722
Max |F| in eV/Å: 2.06
E_tot in Eh: -812.9883
Structure (SMILES): [H]/N=[N+](\[O-])O[S@@](=C)(C)=O
ΔE to the lowest compared entry with this formula, charge and spin in kcal/mol: 149.6
Highest occupied orbital energy in Ha: -0.3453

Atomic partial charges in e from the Löwdin method, atoms 1 to 6: O 0.072; H 0.075; O -0.178; H 0.110; H 0.019; N 0.144

---

Entry 5:
A 2-piece molecular cluster, C14H16 overall in a non-equilibrium geometry, computed with the ωB97M-V functional and the def2-TZVPD basis.

Element x y z (Å)
H  1.032  4.138  -1.375
C  -1.726  -0.854  2.133
H  -0.181  -1.167  -1.636
C  3.194  1.498  -1.580
H  -3.378  -2.209  1.946
H  -3.302  -0.414  3.529
H  3.539  3.568  -1.184
H  4.256  1.298  -1.647
C  0.493  2.135  -1.666
H  -1.771  0.545  3.758
C  0.212  -1.425  0.822
H  2.452  -0.539  -1.721
H  0.168  0.140  2.306
C  -1.627  -3.006  1.008
C  -2.467  0.092  3.050
H  -0.546  2.415  -1.751
C  1.441  3.132  -1.379
C  -0.393  -2.642  0.510
C  -2.336  -2.027  1.712
C  -0.409  -0.596  1.751
H  -2.899  0.910  2.477
H  -1.972  -4.028  1.020
C  2.241  0.521  -1.682
H  1.164  -1.145  0.396
C  2.778  2.835  -1.439
H  -1.164  0.044  -2.173
H  0.211  -0.435  -3.229
C  0.862  0.805  -1.735
C  -0.108  -0.243  -2.202
H  0.236  -3.344  -0.020

HOMO-LUMO gap in eV: 9.8295
Max |F| in eV/Å: 1.73
E_tot in Eh: -543.0426
Structure (SMILES): Cc1ccccc1.Cc1ccccc1
ΔE to the lowest compared entry with this formula, charge and spin in kcal/mol: 19.0
Highest occupied orbital energy in Ha: -0.3266

Atomic partial charges in e from the Löwdin method, atoms 1 to 6: H 0.101; C -0.282; H 0.045; C -0.085; H 0.107; H 0.072

---

Entry 6:
A 2-piece molecular cluster, C3H11N2 overall in a non-equilibrium geometry, computed with the ωB97M-V functional and the def2-TZVPD basis.

Element x y z (Å)
C  -1.576  1.524  -0.152
H  -0.704  -1.844  0.868
H  0.337  -2.049  -1.441
C  0.855  -2.115  -0.477
H  0.076  0.251  0.235
C  0.799  2.046  -0.024
H  0.652  2.877  0.675
H  1.755  1.578  -0.157
H  0.697  -1.653  1.514
N  0.214  -1.468  0.640
H  -1.789  2.407  -0.748
H  0.825  -3.195  -0.277
N  -0.133  1.169  -0.264
H  -2.112  0.761  -0.702
H  1.902  -1.857  -0.597
H  -1.800  1.570  0.907

Total charge: +1
HOMO-LUMO gap in eV: 8.6150
Max |F| in eV/Å: 3.01
E_tot in Eh: -230.0902
ΔE to the lowest compared entry with this formula, charge and spin in kcal/mol: 57.8
Highest occupied orbital energy in Ha: -0.5238

Atomic partial charges in e from the Löwdin method, atoms 1 to 6: C -0.012; H 0.101; H 0.087; C -0.153; H 0.101; C 0.176